No. 1
This record from the Open Molecules 2025 dataset describes a structure of composition C33H35N10SSe2Ti at a distorted geometry. The level of theory is wB97M-V/def2-TZVPD.

Computed properties:
energy above the lowest of the compared OMol25 structures with the same formula, charge and spin: 131.5 kJ/mol
largest force on an atom: 0.0707 hartree/bohr
multiplicity: 1
total energy: -7875.8029 Eh
HOMO (spin up / spin down): -13.914 / -13.914 eV
net charge: +3
gap between HOMO and LUMO (spin up / spin down): 0.162 / 0.162 hartree
E_LUMO (spin up / spin down): -9.498 / -9.499 eV

Geometry (Å):
N (2.88894, -1.90359, 2.11445)
H (-1.70405, 1.55843, 6.61533)
H (-2.38737, -2.52382, -8.05373)
C (2.49350, -3.35778, 0.23095)
H (1.25656, 0.25189, -6.52038)
C (1.90924, -3.61131, -0.98310)
C (4.30584, -2.14164, 3.79262)
C (1.04684, -2.66354, -1.47520)
Ti (0.37191, 0.69240, 1.64054)
H (-2.17458, 1.72820, -1.06278)
H (-0.89263, 3.79155, -0.60370)
C (-1.83352, -1.69070, 1.75003)
H (3.14513, -4.11900, 0.67056)
H (3.22138, 0.54992, 0.14050)
C (-3.04718, 2.73588, 3.72956)
C (2.24127, -1.65798, 3.22578)
N (1.47501, 1.77423, 0.13092)
N (-0.67259, -0.50451, -6.13527)
H (-3.14020, 1.93204, 0.98089)
C (-2.15558, 2.19989, 2.86463)
H (4.88524, -2.50518, 1.66618)
C (-2.92740, -2.35414, 1.21839)
C (-1.35660, 1.21438, -0.53068)
C (3.56310, 2.31804, -0.93244)
C (-0.31550, 3.33493, 0.20552)
N (3.07381, -1.76318, 4.27069)
C (-0.93007, 1.33152, 4.63469)
H (2.13741, -4.50250, -1.55609)
Se (2.09549, 1.50414, 3.19062)
H (-4.55222, -1.87943, -5.93441)
C (-3.65614, -2.43275, -5.62757)
N (-0.99462, 2.11471, 0.65417)
H (-3.80422, 2.82497, 5.77984)
H (0.04122, 1.42915, -6.12732)
H (-3.70188, -3.43927, -5.99157)
Se (-1.68229, -0.62612, -3.50352)
H (3.61045, 3.94186, -2.24820)
H (-3.54982, -2.54771, -4.50433)
C (-1.85958, 1.77235, 5.56454)
H (-0.20665, 4.04987, 1.04937)
N (-1.07648, 1.50035, 3.26290)
H (3.28690, -0.66829, 6.04382)
C (2.34968, 3.16796, 2.49503)
H (5.18636, -2.27204, 4.39756)
C (-3.07751, -0.67999, -0.47350)
H (3.12224, -2.42039, 6.25398)
H (-2.49885, 3.45853, 1.24734)
H (-1.25805, -2.06072, 2.54401)
H (0.55420, -2.90059, -2.41893)
N (-2.39385, -1.81026, -6.03292)
C (-2.28933, 2.41000, 1.37848)
H (-4.40411, -2.36344, -0.39954)
C (-3.55973, -1.84443, 0.13409)
C (1.00190, 2.93097, -0.34460)
C (2.76992, 1.46348, -0.17422)
C (-2.97418, 2.50289, 5.12122)
N (1.35459, -1.16956, 0.39445)
N (-1.32171, -0.61422, 1.20098)
C (-1.92894, -1.84732, -7.36382)
S (0.67687, -1.07490, 3.35376)
H (-0.13410, -0.86535, -8.18594)
C (0.77386, -1.49476, -0.72742)
H (0.04485, -0.87529, -1.22485)
C (2.98971, 3.40449, -1.53047)
H (-3.77091, 3.36405, 3.21034)
H (0.75212, 0.33722, -4.83559)
C (0.39926, 0.40424, -5.88860)
C (-1.97304, -0.06348, 0.05322)
H (-3.45271, -0.24600, -1.41720)
H (4.58527, 1.92791, -1.07808)
H (1.12784, 4.62914, -1.59733)
H (1.68816, -1.48666, 5.83655)
H (-0.55149, 0.95521, -1.17425)
C (-1.60353, -0.95830, -5.31068)
C (-0.82885, -1.07167, -7.42550)
N (2.49539, 4.22579, 2.05412)
C (4.23055, -2.25868, 2.44148)
C (2.75433, -1.56010, 5.65916)
H (-3.18278, -3.33734, 1.70874)
H (0.00631, 0.84487, 4.90664)
C (2.26724, -2.13054, 0.85512)
C (1.64493, 3.72099, -1.27999)

Population analysis type Löwdin, resulting atomic charges in e: 0.00 0.13 0.13 0.04 0.09 -0.01 0.02 0.01 0.76 0.15 0.16 -0.14 0.14 0.10 0.01 -0.69 -0.04 -0.14 0.13 -0.25 0.13 -0.01 -0.11 -0.01 -0.09 -0.09 -0.13 0.14 0.84 0.11 -0.02 -0.20 0.15 0.12 0.09 0.68 0.14 0.07 0.00 0.16 0.00 0.12 -0.68 0.15 -0.04 0.13 0.14 0.03 0.11 -0.12 -0.06 0.16 0.00 -0.29 -0.10 0.04 0.06 -0.02 0.00 0.80 0.12 -0.13 0.04 0.02 0.14 0.07 -0.05 -0.25 0.08 0.14 0.15 0.08 0.07 -0.73 0.01 0.14 0.06 0.00 0.16 0.04 -0.19 0.05



No. 2
This record from the Open Molecules 2025 dataset describes a cluster of 6 separate species, C23H34O18 in total at a distorted geometry. The level of theory is wB97M-V/def2-TZVPD.

Computed properties:
energy above the lowest of the compared OMol25 structures with the same formula, charge and spin: 313.3 kJ/mol
largest force on an atom: 0.1056 hartree/bohr
multiplicity: 1
total energy: -2251.1129 Eh
HOMO: -10.622 eV
gap between HOMO and LUMO: 0.386 hartree
SMILES: C[C@H]1COC(=O)O1.C[C@H]1COC(=O)O1.C[C@H]1COC(=O)O1.C[C@H]1COC(=O)O1.C[C@H]1COC(=O)O1.O=C1OCCO1
E_LUMO: -0.119 eV

Geometry (Å):
C (3.30243, 1.98684, 2.16319)
H (-0.23754, -1.40088, -2.71914)
C (-3.11762, 1.79889, -0.02777)
C (4.06599, 2.69191, 1.11944)
H (1.65130, 3.04065, 1.67157)
C (-0.19481, -5.03966, 1.02926)
O (5.49473, 3.88719, 3.92109)
H (-0.82388, 4.59291, 1.55246)
H (-1.72131, 0.08100, -1.59177)
C (1.99920, -7.17776, -0.66120)
H (3.39506, 3.42296, 0.66832)
H (-2.99329, 4.58399, 0.34962)
O (-2.62879, 2.63915, 0.82538)
O (2.92497, -6.49969, 0.06554)
O (3.76346, 2.53784, 3.36541)
C (2.38417, -5.30506, 0.46298)
O (-2.03130, 0.85962, 4.45370)
C (-0.92474, 4.28085, 0.51297)
C (-0.61811, 2.45706, -4.67828)
H (0.08096, -4.19648, 1.66259)
H (2.23887, -5.38748, 1.54011)
C (-0.43091, -1.66173, -1.67863)
H (1.28412, 1.24559, 1.67070)
H (-2.78037, -0.48651, -4.69740)
O (2.26399, -8.24238, -1.13739)
H (0.99065, 0.51595, -6.21682)
O (-0.62642, 2.42296, 5.26484)
C (-0.05050, 0.82999, -6.14273)
C (-0.45670, -0.77319, 4.35829)
O (-1.18509, 1.32399, -4.13616)
C (-2.42899, -0.69560, 2.77723)
C (-1.02878, -0.48349, -0.96738)
C (-2.52214, 3.52860, -1.38567)
O (-0.76333, 3.55647, -4.13522)
C (0.93865, -5.27067, -0.05730)
H (-1.06708, -4.71438, 0.46231)
H (-0.36452, -5.96189, 1.58495)
C (4.86781, 3.28075, 3.13054)
H (0.10527, -1.06698, 3.47174)
C (-0.84581, 1.27270, 4.96837)
H (-1.57377, 3.46365, -1.91904)
O (-3.46997, 0.67419, 0.29625)
H (-2.30204, -1.72891, 2.45435)
H (4.39739, 1.96201, 0.38086)
H (-2.42229, -0.26176, -6.26149)
H (-0.46898, 0.53502, -7.10500)
H (-2.57569, -1.11507, 4.87603)
H (1.39782, 1.99915, 3.18818)
H (-1.93567, 0.01460, 2.11364)
O (5.15553, 3.30767, 1.79461)
H (-3.51073, -0.56227, 2.76482)
H (-1.57786, -0.64574, -0.03987)
C (-2.23654, 3.85125, 0.06940)
H (-0.16680, 3.49967, 0.45482)
H (-3.10307, 4.32582, -1.84943)
C (-2.00905, -0.54296, 4.14138)
H (-1.07610, -2.49430, -1.39816)
C (-0.76863, 0.22201, -4.93635)
C (-1.92887, -0.63090, -5.36239)
H (-0.30503, -1.52547, 5.13235)
H (0.03744, -0.33039, -4.45344)
H (0.74584, -4.59924, -0.89402)
O (-0.04710, 2.20731, -5.82979)
H (3.61444, 0.94358, 2.11455)
C (1.77784, 2.07945, 2.16973)
O (0.82600, -1.82655, -1.07186)
O (0.09812, 0.33569, 4.75947)
O (0.77117, -6.55611, -0.56644)
O (0.18370, 0.23872, -0.75961)
O (-3.30827, 2.38298, -1.21829)
O (2.27629, -0.26576, -0.13587)
H (2.87783, -4.37225, 0.19046)
H (-1.77858, -1.70988, -5.39854)
H (-0.69873, 5.26694, 0.10720)
C (1.19492, -0.61626, -0.62824)

Population analysis type Löwdin, resulting atomic charges in e: -0.36 0.12 -0.60 -0.11 0.07 0.00 0.18 0.10 0.13 -0.50 0.13 0.16 0.13 0.08 0.10 -0.13 0.09 -0.03 -0.51 0.07 0.13 -0.11 0.07 0.09 0.17 0.14 0.15 -0.08 -0.17 0.08 -0.05 -0.10 -0.09 0.11 -0.32 0.07 0.09 -0.55 0.13 -0.52 0.12 0.10 0.10 0.14 0.09 0.13 0.16 0.08 0.08 0.08 0.10 0.11 -0.29 0.08 0.15 -0.30 0.14 -0.33 -0.02 0.13 0.13 0.13 0.11 0.15 0.02 0.07 0.08 0.07 0.07 0.08 0.11 0.14 0.09 0.10 -0.54



No. 3
This record from the Open Molecules 2025 dataset describes a structure of composition C46H27I4N4OS2Ti at a distorted geometry. The level of theory is wB97M-V/def2-TZVPD.

Computed properties:
largest force on an atom: 0.0492 hartree/bohr
multiplicity: 2
total energy: -4900.1449 Eh
HOMO (spin up / spin down): -7.444 / -7.440 eV
gap between HOMO and LUMO (spin up / spin down): 0.208 / 0.207 hartree
E_LUMO (spin up / spin down): -1.789 / -1.813 eV

Geometry (Å):
C (-4.10687, 0.24392, -0.88529)
C (3.39143, -1.55068, 3.11191)
C (-5.08527, -4.27348, 2.07621)
C (4.79693, 3.17722, -4.35009)
H (3.46253, 1.51922, -4.10669)
C (5.18013, -2.28378, 5.09361)
H (-5.10737, -2.62978, 5.03381)
S (-1.72307, -3.44528, -2.24809)
C (5.28323, -2.85008, 3.83601)
C (-0.53917, -2.38338, -1.88819)
I (6.56813, -2.81948, 6.60261)
C (-4.56887, 4.63552, -2.84249)
C (-1.02807, 2.18932, -1.95229)
C (-1.04287, -1.82368, 1.95311)
C (4.97663, 4.66132, -2.46199)
S (-0.15857, -0.93138, -2.70889)
C (-2.72387, -0.96798, 0.38881)
C (-0.65097, -2.68168, 3.01671)
C (5.33223, 4.30392, -3.75059)
N (-1.90747, -0.07968, -0.26749)
C (-3.38837, -2.57098, 2.11731)
C (2.86423, -0.32238, 1.03791)
I (-7.00757, 5.08522, -4.61419)
H (-0.20057, -4.50698, -0.74189)
N (0.02653, -1.10518, 1.47971)
H (3.77553, 4.15602, -0.76729)
C (0.51903, -3.82488, -0.27609)
C (4.24013, 1.00232, -0.13249)
C (3.51303, 2.74952, -2.35889)
C (0.75043, 3.09382, -2.95829)
H (2.51643, -0.28498, 4.60001)
H (1.54203, -4.15338, -0.48579)
H (1.40893, 3.64502, -3.60079)
H (-4.96077, 0.67522, -1.36399)
C (-5.27057, 2.65282, -4.01239)
N (0.06123, 1.64382, -1.31609)
C (-5.45717, -3.91528, 3.35861)
I (-7.06807, -4.91718, 4.29561)
C (-3.76367, -2.23628, 3.41571)
C (-3.40007, 2.55592, -2.49639)
C (4.19073, -1.35958, 5.37971)
C (2.50083, 1.94142, -1.63529)
C (-4.25557, 1.93932, -3.40359)
C (-4.08787, -0.79448, -0.02459)
H (-4.91197, -1.38028, 0.32601)
H (-3.77257, -3.86018, 0.44401)
H (5.06883, 1.56582, -0.51529)
H (5.00873, -0.07538, 1.60181)
C (-0.61227, 3.10732, -2.95389)
C (4.06503, 3.88192, -1.77179)
C (2.90223, 1.05392, -0.65629)
H (-3.26387, -1.42768, 3.93021)
C (3.29493, -1.00428, 4.38891)
H (-4.68617, 5.68422, -2.61439)
C (0.68663, -2.48558, 3.19861)
H (-4.12017, 0.89512, -3.64199)
N (2.07383, 0.20102, 0.03831)
C (-4.80237, -2.90298, 4.03601)
H (-1.25767, 3.67012, -3.59839)
Ti (0.09963, -0.11718, -0.34549)
C (-2.74907, 0.69322, -1.03369)
O (0.34593, -2.52108, -0.83999)
C (-2.34207, -1.78518, 1.43641)
C (-2.36187, 1.78762, -1.78999)
C (1.09173, -1.51988, 2.23611)
C (1.15663, 2.18052, -1.94979)
H (-2.90337, 4.40692, -1.53459)
C (-3.55937, 3.91432, -2.23619)
C (4.39393, -2.47538, 2.84511)
C (4.21183, 0.16932, 0.92741)
C (3.88783, 2.40252, -3.65169)
H (1.34433, -2.97368, 3.89111)
C (-4.05387, -3.59578, 1.45391)
H (-1.30297, -3.35548, 3.53711)
H (5.08153, 2.90082, -5.35439)
H (0.35443, -3.78298, 0.80211)
H (6.05203, -3.57748, 3.62781)
C (-5.42547, 3.99712, -3.72069)
H (4.47103, -2.90668, 1.85831)
H (-5.59877, -5.06718, 1.55771)
H (5.39903, 5.53962, -1.99639)
I (6.72643, 5.49482, -4.81479)
H (4.11953, -0.92348, 6.36461)
C (2.42753, -1.12548, 2.07261)
H (-5.93747, 2.15762, -4.70199)

Population analysis type Löwdin, resulting atomic charges in e: 0.03 -0.22 -0.14 -0.14 0.13 -0.71 0.09 0.67 -0.14 -1.32 0.83 -0.14 -0.24 -0.23 -0.14 0.71 -0.22 0.01 -0.71 0.00 -0.21 -0.21 0.83 0.03 0.03 0.13 -0.06 0.03 -0.22 0.03 0.13 0.10 0.12 0.11 -0.14 -0.03 -0.71 0.83 -0.02 -0.20 -0.14 -0.07 -0.03 0.03 0.12 0.12 0.12 0.12 0.03 -0.02 -0.21 0.13 -0.02 0.10 0.01 0.13 0.02 -0.14 0.12 0.94 -0.21 -0.33 -0.06 -0.07 -0.23 -0.24 0.13 -0.03 -0.02 0.02 -0.02 0.12 -0.02 0.12 0.10 0.08 0.09 -0.71 0.13 0.10 0.09 0.83 0.09 -0.07 0.10



No. 4
This record from the Open Molecules 2025 dataset describes a structure of composition C6H10N at a distorted geometry. The level of theory is wB97M-V/def2-TZVPD.

Computed properties:
energy above the lowest of the compared OMol25 structures with the same formula, charge and spin: 579.4 kJ/mol
largest force on an atom: 0.0743 hartree/bohr
multiplicity: 1
total energy: -288.8623 Eh
HOMO: -14.591 eV
net charge: +1
gap between HOMO and LUMO: 0.348 hartree
E_LUMO: -5.110 eV

Geometry (Å):
H (-1.79381, -2.60389, 0.06674)
C (-2.89924, 0.68070, 1.12290)
H (2.42782, 0.37022, -0.07827)
H (0.24457, 0.04480, 1.51697)
H (2.64233, 1.68825, -1.25901)
H (1.11646, 2.23997, 0.36036)
H (0.11174, -2.66753, 0.15149)
H (1.77933, 0.28402, -1.76441)
H (-0.02635, 2.19399, -0.93755)
H (-1.39377, -0.62092, -1.16321)
H (-0.93713, -2.16425, 1.43690)
C (-1.68203, 0.35742, 0.82067)
N (0.63037, 1.67111, -0.33135)
C (-0.93181, -0.68205, -0.13328)
C (-0.28774, 0.32895, 0.64453)
C (1.88529, 0.95976, -0.85328)
C (-0.88603, -2.08056, 0.39981)

Population analysis type Löwdin, resulting atomic charges in e: 0.10 0.29 0.11 0.15 0.11 0.14 0.14 0.11 0.17 0.18 0.06 -0.29 0.10 -0.20 -0.07 -0.06 -0.05